(1)
DFT (ωB97M-V/def2-TZVPD) results for 12 unconnected molecules or ions with the total composition C4H22BO19 at a distorted geometry.

Highest occupied orbital energy, eV: -7.2
DFT total energy, Eh: -1620.318166
Energy relative to the best compared isomer or geometry (same formula, charge and spin), eV: 2.814
Frontier orbital gap, eV: 8.8784

Geometry as ORCA input:
```
! wB97M-V def2-TZVPD RIJCOSX def2/J DEFGRID3
* xyz -1 1
O 2.266 -0.586 0.361
C 1.270 -0.072 -0.133
O 0.193 0.463 0.378
B -0.725 0.918 -0.732
O -0.101 0.552 -2.031
C 1.023 -0.068 -1.697
O 1.798 -0.530 -2.533
O -1.061 2.341 -0.577
C -2.320 2.484 -0.574
O -3.057 3.484 -0.579
C -2.942 1.074 -0.626
O -1.996 0.194 -0.665
O -4.164 0.943 -0.593
O -2.327 1.476 -6.183
H -2.017 1.767 -7.041
H -1.547 1.132 -5.749
O -6.635 -3.501 -0.963
H -6.024 -3.413 -1.695
H -6.858 -2.601 -0.727
O -1.732 1.288 4.634
H -1.535 1.309 3.697
H -0.937 0.939 5.038
O 4.718 -3.421 5.757
H 5.623 -3.142 5.895
H 4.707 -3.771 4.866
O 6.049 -1.792 -7.426
H 6.888 -1.439 -7.128
H 5.551 -1.939 -6.622
O 4.968 -6.456 2.314
H 4.174 -6.366 1.787
H 5.446 -7.178 1.906
O -2.760 -4.105 2.597
H -2.514 -3.751 1.742
H -3.054 -4.996 2.412
O -8.187 3.337 -3.702
H -8.115 2.962 -2.824
H -8.121 4.282 -3.566
O -3.719 11.210 0.013
H -4.648 11.337 0.205
H -3.670 10.330 -0.362
O 8.348 -2.766 0.956
H 7.675 -2.088 1.015
H 7.889 -3.578 1.169
O 4.071 1.616 5.869
H 3.717 1.289 6.696
H 4.393 0.834 5.420
*
```

Mulliken population analysis, charges in e, atoms 1 to 4:
1. O -0.637
2. C 0.558
3. O -0.457
4. B 1.154

(2)
DFT (ωB97M-V/def2-TZVPD) results for a molecular structure, C15H22AlO7 at a distorted geometry.

Highest occupied orbital energy, eV: -4.9
DFT total energy, Eh: -1353.699233
Frontier orbital gap, eV: 4.9645

Geometry as ORCA input:
```
! wB97M-V def2-TZVPD RIJCOSX def2/J DEFGRID3
* xyz -1 1
C -1.835 -5.003 1.685
C -1.044 -4.044 0.604
O -0.589 -2.863 1.061
O -0.942 -4.531 -0.781
C -0.013 -3.728 -1.591
Al -0.962 -2.135 -2.466
C -2.647 -1.492 -1.405
C -2.624 0.125 -1.136
O -1.476 0.529 -0.274
C 0.247 -0.545 -2.933
C 1.825 -0.725 -2.527
C 2.105 -0.934 -0.918
C 3.260 0.129 -0.405
O 4.481 -0.011 -0.978
O 2.930 1.137 0.621
H -1.988 -4.370 2.663
H -2.912 -5.210 1.247
H -1.255 -5.986 1.973
H 0.359 -4.439 -2.474
H 0.941 -3.468 -0.965
H -1.559 -2.684 -3.862
H -2.724 -2.027 -0.345
H -3.620 -1.848 -1.996
H -3.604 0.402 -0.530
H -2.535 0.724 -2.142
H -1.722 0.175 0.646
H -0.120 0.499 -2.504
H 0.224 -0.416 -4.119
H 2.339 -1.569 -3.179
H 2.362 0.301 -2.816
H 2.598 -2.016 -0.815
H 1.141 -0.961 -0.254
H 2.181 1.753 0.299
C 1.677 3.926 1.907
C 1.921 4.516 3.081
C 0.860 5.237 3.812
O 1.084 5.779 4.885
C -0.481 5.279 3.196
C -0.725 4.689 2.021
C 0.336 3.968 1.291
O 0.112 3.426 0.217
H 2.444 3.393 1.358
H 2.899 4.493 3.546
H -1.248 5.811 3.745
H -1.703 4.712 1.556
*
```

Mulliken population analysis, charges in e, atoms 1 to 4:
1. C -0.942
2. C 0.550
3. O -0.502
4. O -0.334

(3)
DFT (ωB97M-V/def2-TZVPD) results for 2 unconnected molecules or ions with the total composition H6N3PS at a distorted geometry.

Expectation value of S²: 2.0065
Highest occupied orbital energy (spin up / spin down), eV: -8.4 / -8.4
DFT total energy, Eh: -907.336612
Energy relative to the best compared isomer or geometry (same formula, charge and spin), eV: 0.000
Frontier orbital gap (spin up / spin down), eV: 9.5753 / 6.2061

Geometry as ORCA input:
```
! wB97M-V def2-TZVPD RIJCOSX def2/J DEFGRID3
* xyz 0 3
N -0.917 0.699 -0.825
N 0.426 -1.311 -0.228
N 0.456 0.574 1.377
P 0.634 0.400 -0.317
S 3.772 -0.318 -0.140
H -1.664 -0.013 -0.571
H -1.126 1.687 -1.031
H 1.208 -1.779 0.282
H 0.453 -1.642 -1.194
H 0.537 1.523 1.638
H 1.133 0.074 1.817
*
```

Mulliken population analysis, charges in e, atoms 1 to 4:
1. N -0.514
2. N -0.622
3. N -0.551
4. P 0.216

(4)
DFT (ωB97M-V/def2-TZVPD) results for a molecular structure, C36H50BrN3OP2Pd at a distorted geometry.

Expectation value of S²: 6.0522
Highest occupied orbital energy (spin up / spin down), eV: -18.1 / -18.8
DFT total energy, Eh: -5024.222519
Frontier orbital gap (spin up / spin down), eV: 6.9711 / 4.0833

Geometry as ORCA input:
```
! wB97M-V def2-TZVPD RIJCOSX def2/J DEFGRID3
* xyz 4 5
C 2.897 5.182 -1.575
C 1.787 4.429 -2.025
C 1.777 4.004 -3.375
C 2.991 3.990 -4.051
N 4.119 4.494 -3.548
C 4.053 5.122 -2.366
C 0.661 4.023 -1.233
C -0.296 3.509 -0.651
C -1.461 2.782 -0.219
C -1.384 1.460 0.330
C -2.547 0.657 0.372
C -3.731 1.209 -0.102
C -3.900 2.597 -0.189
C -2.739 3.379 -0.305
Pd -0.769 -0.693 -0.354
P 1.472 -0.539 -0.900
H 0.897 3.616 -3.886
H 2.936 5.802 -0.687
H 3.039 3.507 -5.026
H 4.981 5.575 -2.019
H -2.851 4.436 -0.465
H -0.430 1.105 0.763
H -4.891 3.008 -0.194
H -2.592 -0.419 0.668
C 2.202 -2.202 -0.582
C 3.480 -2.563 -1.322
H 1.410 -2.925 -0.820
H 2.352 -2.273 0.505
H 3.718 -3.611 -1.119
H 3.367 -2.457 -2.405
H 4.330 -1.962 -0.981
C 1.669 -0.074 -2.659
C 3.059 0.331 -3.111
H 0.964 0.754 -2.796
H 1.277 -0.898 -3.263
H 3.057 0.445 -4.200
H 3.353 1.293 -2.686
H 3.811 -0.419 -2.852
C 2.508 0.694 -0.020
C 3.991 0.394 0.192
H 2.042 0.800 0.966
H 2.367 1.658 -0.530
H 4.402 1.143 0.887
H 4.132 -0.592 0.654
H 4.574 0.457 -0.740
Br -5.225 0.026 -0.469
P -1.923 -1.781 -2.021
C -0.771 -2.557 -3.185
C -1.283 -3.823 -3.828
H 0.148 -2.750 -2.615
H -0.532 -1.802 -3.943
H -0.510 -4.205 -4.492
H -1.482 -4.598 -3.089
H -2.177 -3.658 -4.432
C -2.960 -3.015 -1.196
C -4.322 -3.297 -1.805
H -3.090 -2.658 -0.162
H -2.369 -3.936 -1.132
H -4.884 -3.946 -1.125
H -4.919 -2.388 -1.920
H -4.257 -3.811 -2.770
C -2.892 -0.537 -2.912
C -3.343 -0.945 -4.291
H -2.277 0.371 -2.937
H -3.757 -0.275 -2.280
H -3.958 -0.155 -4.721
H -2.501 -1.089 -4.965
H -3.948 -1.854 -4.286
C 0.538 0.751 6.312
N 0.411 0.851 4.883
N 0.303 -0.273 4.133
C 0.476 0.061 2.806
O 0.374 -0.815 1.903
C 0.772 1.479 2.794
C 0.787 1.891 4.096
C 1.109 3.223 4.660
C -0.424 -1.418 4.558
C -1.514 -1.275 5.410
C -2.194 -2.418 5.825
C -1.812 -3.667 5.316
C -0.780 -3.790 4.375
C -0.086 -2.648 3.988
H -0.446 0.696 6.782
H 1.012 1.664 6.675
H 1.153 -0.109 6.611
H 0.916 2.119 1.927
H 0.285 3.606 5.281
H 2.040 3.207 5.252
H 1.255 3.923 3.824
H -1.849 -0.283 5.715
H -3.014 -2.317 6.540
H -2.325 -4.560 5.670
H -0.517 -4.757 3.944
H 0.679 -2.690 3.219
*
```

Mulliken population analysis, charges in e, atoms 1 to 4:
1. C -0.538
2. C 0.641
3. C -0.316
4. C -0.546

Copy entry 1 word for word.
DFT (ωB97M-V/def2-TZVPD) results for 12 unconnected molecules or ions with the total composition C4H22BO19 at a distorted geometry.

Highest occupied orbital energy, eV: -7.2
DFT total energy, Eh: -1620.318166
Energy relative to the best compared isomer or geometry (same formula, charge and spin), eV: 2.814
Frontier orbital gap, eV: 8.8784

Geometry as ORCA input:
```
! wB97M-V def2-TZVPD RIJCOSX def2/J DEFGRID3
* xyz -1 1
O 2.266 -0.586 0.361
C 1.270 -0.072 -0.133
O 0.193 0.463 0.378
B -0.725 0.918 -0.732
O -0.101 0.552 -2.031
C 1.023 -0.068 -1.697
O 1.798 -0.530 -2.533
O -1.061 2.341 -0.577
C -2.320 2.484 -0.574
O -3.057 3.484 -0.579
C -2.942 1.074 -0.626
O -1.996 0.194 -0.665
O -4.164 0.943 -0.593
O -2.327 1.476 -6.183
H -2.017 1.767 -7.041
H -1.547 1.132 -5.749
O -6.635 -3.501 -0.963
H -6.024 -3.413 -1.695
H -6.858 -2.601 -0.727
O -1.732 1.288 4.634
H -1.535 1.309 3.697
H -0.937 0.939 5.038
O 4.718 -3.421 5.757
H 5.623 -3.142 5.895
H 4.707 -3.771 4.866
O 6.049 -1.792 -7.426
H 6.888 -1.439 -7.128
H 5.551 -1.939 -6.622
O 4.968 -6.456 2.314
H 4.174 -6.366 1.787
H 5.446 -7.178 1.906
O -2.760 -4.105 2.597
H -2.514 -3.751 1.742
H -3.054 -4.996 2.412
O -8.187 3.337 -3.702
H -8.115 2.962 -2.824
H -8.121 4.282 -3.566
O -3.719 11.210 0.013
H -4.648 11.337 0.205
H -3.670 10.330 -0.362
O 8.348 -2.766 0.956
H 7.675 -2.088 1.015
H 7.889 -3.578 1.169
O 4.071 1.616 5.869
H 3.717 1.289 6.696
H 4.393 0.834 5.420
*
```

Mulliken population analysis, charges in e, atoms 1 to 4:
1. O -0.637
2. C 0.558
3. O -0.457
4. B 1.154

Please write out number 3 again, unchanged.
DFT (ωB97M-V/def2-TZVPD) results for 2 unconnected molecules or ions with the total composition H6N3PS at a distorted geometry.

Expectation value of S²: 2.0065
Highest occupied orbital energy (spin up / spin down), eV: -8.4 / -8.4
DFT total energy, Eh: -907.336612
Energy relative to the best compared isomer or geometry (same formula, charge and spin), eV: 0.000
Frontier orbital gap (spin up / spin down), eV: 9.5753 / 6.2061

Geometry as ORCA input:
```
! wB97M-V def2-TZVPD RIJCOSX def2/J DEFGRID3
* xyz 0 3
N -0.917 0.699 -0.825
N 0.426 -1.311 -0.228
N 0.456 0.574 1.377
P 0.634 0.400 -0.317
S 3.772 -0.318 -0.140
H -1.664 -0.013 -0.571
H -1.126 1.687 -1.031
H 1.208 -1.779 0.282
H 0.453 -1.642 -1.194
H 0.537 1.523 1.638
H 1.133 0.074 1.817
*
```

Mulliken population analysis, charges in e, atoms 1 to 4:
1. N -0.514
2. N -0.622
3. N -0.551
4. P 0.216

Q: What is the DFT total energy in the first record?
A: -1620.318166 Eh

Q: DFT total energy of number 1 (C4H22BO19)?
A: -1620.318166 Eh